# 1
{"formula": "C16H18ClN3O3S", "method": "ωB97M-V with the def2-TZVPD basis set", "e_lumo_ev": -0.92, "max_force_ev_per_a": 3.552, "charge": 0, "homo_lumo_gap_ev": 8.17, "spin_multiplicity": 1, "e_above_lowest_ev": 2.6821, "species": ["C", "C", "O", "N", "C", "C", "O", "C", "C", "C", "C", "C", "C", "Cl", "C", "N", "S", "N", "C", "C", "C", "C", "C", "O", "H", "H", "H", "H", "H", "H", "H", "H", "H", "H", "H", "H", "H", "H", "H", "H", "H", "H"], "xyz": [[1.859957, -0.973589, 1.501190], [2.200577, -1.105623, 0.009973], [3.143062, -1.804062, -0.294577], [1.516997, -0.416400, -1.061110], [1.309092, -1.431706, -2.125355], [1.717677, -1.093715, -3.572822], [0.855080, -2.522706, -1.909087], [0.251633, 0.160875, -0.671859], [-0.831977, -0.715730, -0.183297], [-2.047469, -0.270430, 0.244234], [-3.205699, -1.128960, 0.750809], [-2.812006, -2.494874, 1.366893], [-1.585717, -2.462468, 2.322879], [-2.621411, -3.776115, 0.096894], [-2.269431, 1.163760, 0.174854], [-3.372986, 1.815884, 0.530865], [-3.140095, 3.400926, 0.242731], [-1.618498, 3.356394, -0.366688], [-1.241924, 2.086238, -0.336259], [0.019589, 1.511773, -0.740170], [1.120786, 2.418443, -1.282513], [2.193587, 2.483355, -0.091820], [1.783078, 3.433873, 1.080286], [2.871407, 3.719550, 0.057315], [1.815374, -2.002631, 1.904486], [0.919421, -0.455637, 1.732323], [2.732232, -0.509461, 1.998403], [1.257501, -0.157365, -3.932586], [2.821806, -1.042008, -3.634986], [1.395090, -1.923726, -4.216960], [-0.648294, -1.797756, -0.136047], [-3.891259, -1.281503, -0.107031], [-3.784064, -0.573303, 1.511158], [-3.674232, -2.815315, 1.978888], [-1.776356, -2.907856, 3.310618], [-0.776606, -3.038983, 1.832581], [-1.168617, -1.446911, 2.454099], [1.674531, 2.006813, -2.138666], [0.833329, 3.471688, -1.396988], [2.724542, 1.545491, 0.179110], [2.221845, 3.224731, 2.064740], [1.228449, 4.349040, 0.853491]], "forces_ev_per_angstrom": [[-0.1, 0.0, -0.2], [1.2, -0.4, 0.1], [-0.5, 0.4, 0.0], [-0.8, -1.2, 1.0], [0.2, -0.7, -1.9], [0.0, 0.1, 0.5], [0.1, 0.7, 0.6], [-2.3, 0.3, 0.6], [0.3, -0.2, 0.1], [-0.2, 0.7, 0.0], [0.5, -0.2, -0.4], [-0.5, 0.4, 0.9], [0.7, -0.1, -0.7], [0.0, 0.3, 0.2], [0.6, 0.8, -0.3], [0.1, 0.3, 0.0], [0.7, -0.8, -0.3], [-0.5, -0.2, 0.4], [-0.4, -1.8, 0.4], [1.3, 0.6, -1.4], [1.8, -0.2, 2.2], [-2.2, 2.1, 0.7], [2.6, 0.0, -2.4], [0.2, -1.8, 0.5], [-0.1, 0.5, -0.3], [0.5, 0.0, -0.1], [-0.5, 0.0, -0.3], [0.4, -0.2, 0.3], [-0.5, 0.3, 0.2], [0.0, 0.3, 0.3], [0.1, 0.5, -0.2], [0.2, -0.1, 0.5], [0.4, -0.1, -0.3], [0.3, 0.0, -0.6], [-0.1, 0.1, -0.5], [-0.3, 0.2, 0.5], [-0.5, -0.4, 0.0], [-0.6, 0.2, 0.0], [-0.2, -0.5, -0.3], [-0.2, 0.8, -0.2], [-0.5, 0.3, -0.3], [-1.1, -1.0, 0.9]]}

# 2
{"formula": "C16H18F3N5O", "method": "ωB97M-V with the def2-TZVPD basis set", "e_lumo_ev": -0.34, "max_force_ev_per_a": 1.315, "charge": 0, "homo_lumo_gap_ev": 8.81, "spin_multiplicity": 1, "species": ["C", "C", "C", "C", "C", "O", "N", "N", "C", "C", "N", "C", "C", "C", "C", "C", "C", "C", "N", "N", "C", "C", "F", "F", "F", "H", "H", "H", "H", "H", "H", "H", "H", "H", "H", "H", "H", "H", "H", "H", "H", "H", "H"], "xyz": [[1.565881, 0.426911, -2.470432], [1.076732, 1.512525, -1.520531], [-0.433075, 1.711613, -1.628257], [-0.952062, 2.811376, -0.690496], [-0.499461, 2.634441, 0.741608], [0.415152, 3.242236, 1.242603], [-1.246129, 1.788550, 1.526431], [-2.145535, 0.847493, 1.046723], [-3.543130, 1.219288, 1.106053], [-1.639646, -0.368800, 0.748742], [-0.326658, -0.498580, 0.946552], [0.325103, -1.499338, 0.374511], [1.758693, -1.617899, 0.593815], [2.462638, -2.680235, 0.025828], [3.828095, -2.775876, 0.208240], [4.499977, -1.819839, 0.955053], [3.803776, -0.763443, 1.522559], [2.438377, -0.658904, 1.345701], [-0.275974, -2.385299, -0.436427], [-1.559358, -2.414101, -0.428014], [-2.293725, -1.500828, 0.176732], [-3.761014, -1.818055, 0.192985], [-4.008695, -3.087836, -0.110764], [-4.314848, -1.596794, 1.403358], [-4.474487, -1.071963, -0.678600], [1.349915, 0.693820, -3.502745], [1.078857, -0.522026, -2.253337], [2.638859, 0.286960, -2.366062], [1.580776, 2.454475, -1.744093], [1.335424, 1.236511, -0.496861], [-0.690453, 1.989279, -2.653004], [-0.937205, 0.766302, -1.418300], [-0.555487, 3.771660, -1.024334], [-2.041567, 2.844521, -0.734915], [-0.844983, 1.598516, 2.440798], [-3.585714, 2.290359, 1.292427], [-4.044274, 1.009830, 0.162290], [-4.064071, 0.705694, 1.916373], [1.921457, -3.412113, -0.552615], [4.373338, -3.597201, -0.232301], [5.568192, -1.897348, 1.094466], [4.328824, -0.018286, 2.101228], [1.887466, 0.162406, 1.777017]], "forces_ev_per_angstrom": [[0.0, 0.2, 0.2], [-0.2, -0.2, -0.2], [0.2, 0.1, 0.2], [0.1, -0.1, -0.2], [-0.4, 0.1, -0.4], [0.3, 0.1, 0.1], [-0.3, -0.2, 0.8], [0.2, 0.7, 0.1], [-0.4, 0.0, 0.1], [0.6, -0.7, -0.2], [-0.1, 0.0, 0.0], [-1.1, 0.3, -0.1], [0.7, -0.1, 0.0], [-0.1, 0.1, 0.1], [0.1, 0.0, 0.0], [0.0, 0.0, 0.0], [0.1, 0.0, 0.0], [-0.1, -0.1, -0.1], [1.3, -0.4, 0.0], [-1.1, 0.0, -0.1], [0.2, 0.3, 0.2], [-0.6, -0.2, -0.1], [0.2, 0.0, 0.0], [0.2, 0.1, 0.2], [0.1, 0.1, -0.2], [0.0, 0.0, -0.1], [0.0, -0.1, 0.0], [0.1, -0.1, -0.1], [0.0, 0.1, 0.1], [0.1, 0.1, 0.0], [-0.1, 0.0, 0.0], [0.0, 0.0, -0.1], [-0.1, 0.0, 0.1], [0.0, 0.1, 0.0], [0.0, 0.0, -0.2], [0.1, -0.1, -0.1], [0.0, 0.0, 0.0], [0.0, 0.0, -0.1], [0.0, -0.1, 0.0], [0.0, -0.1, 0.0], [0.1, 0.0, 0.0], [0.0, 0.1, 0.0], [0.0, 0.1, 0.0]]}

What is the formula in the second record?
C16H18F3N5O